Here is C48H45AsBiBr2Cl4GeN5O3Se as an isolated structure from the OMol25 dataset. Energies are from ωB97M-V with the def2-TZVPD basis set.

Atoms and positions in Å:
Bi 0.585 0.501 -0.285
Br -2.486 -3.923 2.064
Br -5.756 0.201 3.937
Se -4.663 1.265 -1.674
As 2.039 2.383 2.039
Ge -1.625 -2.347 -1.778
Cl 3.492 2.232 -1.392
Cl 4.528 -1.032 -3.998
Cl -1.611 3.466 -2.789
Cl 2.417 0.634 -5.113
O 1.263 0.133 -2.531
O 2.487 -1.648 -1.949
O -1.345 -1.706 0.245
N 2.265 -1.347 1.770
N 0.014 0.078 3.100
N -2.258 -0.423 -1.798
N 0.446 2.385 -0.977
N -1.648 1.069 0.707
C 2.732 -3.728 1.514
C 0.721 -4.185 -1.377
C 0.950 2.937 -2.086
C 4.274 -2.082 0.597
C -2.979 2.872 1.506
C 4.660 -0.655 0.305
C -0.392 -3.256 -4.258
C -0.945 -0.929 -4.328
C 3.597 -4.734 1.092
C 1.384 -4.124 2.078
C 3.969 2.306 2.377
C 1.499 2.747 3.879
C -3.951 -1.647 2.813
C 0.979 -0.670 3.720
C -0.644 -3.965 -1.192
C 1.433 -4.744 3.473
C -0.522 -0.869 -5.649
C -3.556 0.616 2.098
C -3.214 0.247 -1.748
C 2.329 3.036 -2.425
C -0.034 -2.004 -6.282
C -0.827 0.442 4.076
C -2.481 0.161 1.295
C -1.885 2.353 0.791
C 0.031 -3.201 -5.582
C 0.734 -0.769 5.105
C -2.211 -1.253 1.110
C -0.435 -0.046 5.338
C 5.095 -3.116 0.169
C 5.915 -0.218 1.061
C 2.762 -0.800 -4.136
C -3.794 2.007 2.166
C 3.103 -2.384 1.306
C -1.444 -5.055 -0.847
C 2.120 -0.774 -2.727
C -4.297 -0.333 2.837
C 2.814 3.690 -3.541
C 0.110 3.570 -3.049
C -0.900 -6.323 -0.671
C 1.935 4.226 1.371
C -0.891 -2.124 -3.608
C -2.920 -2.084 1.973
C 1.938 4.300 -4.426
C 2.007 -1.379 3.031
C 4.779 -4.441 0.430
C 0.573 4.223 -4.171
C 0.460 -6.526 -0.865
C 1.267 -5.453 -1.220
H 2.377 -1.666 -4.666
H 0.309 -1.953 -7.309
H 1.327 -1.327 5.818
H -1.689 1.065 3.864
H 3.828 -0.001 0.567
H 4.268 3.148 3.004
H 2.065 3.597 4.266
H -3.142 3.940 1.528
H -0.949 0.099 6.277
H 0.942 -4.851 1.390
H -4.475 -2.368 3.423
H 1.668 1.858 4.488
H -0.325 -4.198 -3.729
H 1.377 -3.363 -1.645
H 5.993 -2.873 -0.391
H 2.309 4.808 -5.308
H -3.070 -2.880 -1.827
H 0.708 -3.270 2.075
H 3.306 -5.769 1.251
H 3.881 3.696 -3.722
H -1.180 2.987 0.257
H 1.819 -4.040 4.213
H 2.333 -5.589 -1.362
H 4.818 -0.552 -0.773
H 0.434 2.966 3.898
H 4.203 1.370 2.887
H 2.591 -2.056 3.671
H -1.544 -7.151 -0.394
H -2.511 -4.921 -0.720
H 1.040 4.693 1.786
H -4.631 2.363 2.751
H 6.766 -0.855 0.807
H 5.430 -5.238 0.089
H 6.184 0.814 0.822
H 0.431 -5.043 3.790
H 5.763 -0.288 2.141
H -1.290 -0.022 -3.849
H 4.511 2.343 1.433
H 2.812 4.799 1.680
H 0.417 -4.095 -6.058
H -0.145 4.668 -4.849
H 0.889 -7.515 -0.740
H -0.550 0.079 -6.172
H 1.852 4.209 0.285
H 2.075 -5.630 3.488

* HOMO-LUMO gap: 6.21 eV
* calculated total energy: -442817.7682 eV
* net charge: -2
* E_HOMO: -2.49 eV
* energy relative to the best compared isomer or geometry (same formula, charge and spin): 91.56 kJ/mol

***

Here is C48H45BClF4N7O10PbS as an isolated structure at a distorted geometry from the OMol25 dataset. Energies are from ωB97M-V with the def2-TZVPD basis set.

Atoms and positions in Å:
Pb -1.509 1.705 -1.387
Cl -2.000 2.170 -7.423
S -4.508 1.253 1.219
F 0.983 7.994 2.258
F -0.615 7.463 3.623
F 3.592 -1.413 2.954
F 1.331 6.529 3.812
O -4.312 5.608 -5.218
O -3.814 4.664 -7.150
O -3.877 5.192 -2.711
O 1.432 0.844 -4.882
O -4.900 0.117 0.227
O 1.445 1.048 -0.804
O -5.207 2.478 0.961
O -2.926 3.608 -1.472
O -3.089 1.327 1.460
O 2.328 2.359 -3.539
N 3.826 -1.787 -2.523
N -3.067 0.134 -1.404
N -0.685 3.785 0.327
N 8.221 -3.931 3.471
N -1.649 1.810 -4.841
N 5.366 -3.320 1.808
N -1.985 2.340 -3.655
C -0.317 -1.987 -6.345
C -0.655 -0.668 2.100
C -2.230 2.562 -5.759
C -1.479 -0.655 4.762
C -1.220 5.226 2.143
C 3.649 -4.155 -3.211
C 7.496 -2.747 3.141
C 4.577 -2.458 1.047
C -3.234 4.124 -2.592
C -1.256 -2.288 -5.367
C -5.254 0.533 2.663
C -1.524 4.179 1.282
C 0.474 4.414 0.169
C 0.268 1.587 2.366
C 4.497 -2.886 -3.210
C -6.384 -0.556 4.958
C -1.293 -1.543 -4.194
C 5.949 -2.884 3.061
C 2.961 -0.651 0.848
C 6.912 -4.969 0.620
C 0.866 5.466 0.981
C -6.020 1.332 3.494
C 0.594 -0.957 -6.148
C 5.580 -4.681 1.316
C 2.201 0.250 -1.335
C -5.058 -0.810 2.951
C 4.552 -2.555 -0.339
C -2.967 3.622 -5.199
C -0.861 0.461 4.240
C 0.413 6.963 2.913
C -6.580 0.785 4.641
C -2.766 3.411 -3.822
C 0.555 -0.233 -4.971
C 3.169 -0.858 -3.267
C -0.004 5.865 1.985
C 3.788 -1.700 -1.140
C 3.726 -1.484 1.606
C -3.726 4.659 -5.936
C 2.989 -0.719 -0.547
C -4.080 -0.435 -0.949
C -5.628 -1.345 4.094
C -6.985 -1.156 6.205
C -1.675 -1.789 3.973
C 2.402 0.134 -2.769
C -1.267 -1.777 2.638
C -0.383 -0.519 -3.991
C -0.411 0.487 2.894
C 2.001 1.225 -3.715
B -4.709 -1.897 -1.394
H -6.177 2.369 3.221
H -1.913 5.526 2.918
H 5.642 -3.564 3.867
H -7.760 -1.883 5.950
H 3.323 -0.936 -4.336
H -2.065 -1.708 -3.450
H 2.699 -3.965 -3.714
H 7.736 -4.865 1.314
H 4.167 -4.961 -3.735
H -1.814 -0.653 5.794
H -4.154 5.479 -4.219
H 2.287 0.049 1.326
H 7.821 -4.315 4.333
H 5.555 -1.903 3.285
H -0.360 -0.644 1.055
H -4.206 -2.243 -2.449
H -1.990 -3.066 -5.534
H -5.932 -1.793 -1.476
H 7.862 -2.346 2.193
H 1.820 5.958 0.841
H 3.438 -4.479 -2.191
H -2.142 -2.671 4.394
H 0.569 1.604 1.326
H -7.435 -0.386 6.833
H -4.379 -2.666 -0.473
H 6.915 -5.997 0.251
H -4.476 -1.421 2.269
H 1.114 4.043 -0.629
H -0.304 -2.538 -7.278
H -0.454 0.094 -3.101
H 1.315 -0.679 -6.909
H 5.476 -5.349 2.179
H 4.757 -4.905 0.641
H -2.458 3.632 1.355
H 7.077 -4.291 -0.220
H -7.182 1.406 5.297
H 4.678 -2.567 -4.233
H -0.712 1.343 4.853
H -6.224 -1.676 6.790
H 0.464 2.471 2.964
H 7.667 -1.978 3.903
H 5.468 -3.069 -2.751
H -5.486 -2.398 4.322
H 5.174 -3.309 -0.798
H -1.438 -2.649 2.016

* HOMO-LUMO gap (spin up / spin down): 5.10 / 3.62 eV
* calculated total energy: -121563.8382 eV
* net charge: -2
* E_HOMO (spin up / spin down): -2.14 / -2.14 eV
* energy relative to the best compared isomer or geometry (same formula, charge and spin): 260.39 kJ/mol